Record 1
C53H33BrN3O4P2PbS7 | wB97M-V/def2-TZVPD

Summary:
Gap between HOMO and LUMO (eV): 5.50
HOMO energy (Eh): -0.1465
Charge: -1

```
104
Properties=species:S:1:pos:R:3:forces:R:3
Pb 0.18993 -1.30382 -0.58795 0.123 -1.762 1.292
O -4.00286 -0.33822 2.79571 0.016 0.296 -0.072
S -2.86361 0.33941 2.10673 -0.517 -0.814 0.173
C -2.02445 1.26805 3.40352 -0.354 0.067 -0.265
C -2.74197 2.11977 4.23465 -0.095 0.093 0.120
C -2.13414 2.62731 5.36826 0.180 -0.099 -0.038
C -0.82166 2.25202 5.67859 -0.136 -0.001 -0.141
C -0.12315 1.40728 4.83263 -0.032 0.178 0.088
C -0.71655 0.92323 3.66430 0.610 0.007 -0.029
P 0.19076 -0.17126 2.48442 0.080 -0.590 0.664
C 1.81190 0.64414 2.30539 -0.029 -0.019 0.045
C 2.00373 2.01342 2.46762 0.081 -0.025 0.060
C 3.22134 2.59773 2.14348 0.004 -0.020 -0.023
C 4.26483 1.81785 1.66476 -0.030 0.036 0.001
C 4.08137 0.45191 1.49373 -0.009 -0.001 -0.014
C 2.85941 -0.12718 1.79580 0.007 -0.014 -0.043
C 0.50178 -1.55505 3.65490 0.162 0.094 0.071
C -0.57823 -2.41533 3.85745 0.016 -0.009 -0.030
C -0.46146 -3.50648 4.70297 -0.005 0.028 0.008
C 0.74246 -3.75935 5.34762 -0.009 0.002 -0.003
C 1.82067 -2.90884 5.15302 -0.006 0.019 -0.019
C 1.70057 -1.80638 4.31493 -0.013 -0.092 0.071
C -3.54180 1.68508 1.14640 -0.058 -0.047 0.320
C -4.84147 2.11746 1.34870 -0.156 0.062 -0.040
C -5.30520 3.18463 0.59408 0.193 0.027 -0.147
C -4.46447 3.79457 -0.34360 -0.029 -0.178 0.183
C -3.17770 3.31418 -0.54753 -0.072 0.124 -0.023
C -2.70878 2.23332 0.19563 0.324 -0.049 -0.327
P -1.03325 1.46339 0.00177 -0.253 1.286 -0.212
C -1.05079 0.91968 -1.74033 -0.955 0.506 -0.964
C -2.21030 0.80542 -2.50492 0.188 1.364 0.728
C -2.14613 0.33519 -3.81008 1.234 1.694 -0.750
C -0.92747 -0.03268 -4.36300 -0.330 4.238 -1.267
C 0.22652 0.03250 -3.59119 -0.085 1.950 -0.041
C 0.16568 0.49194 -2.28415 -3.617 0.797 -3.238
C -0.04928 3.02308 0.02304 -0.217 0.121 -0.035
C 0.86787 3.41164 -0.94390 0.008 0.156 -0.260
C 1.58440 4.59676 -0.80210 -0.074 -0.052 0.048
C 1.38816 5.41086 0.30224 0.005 -0.063 0.068
C 0.46757 5.03287 1.27465 -0.006 0.038 -0.046
C -0.24151 3.85168 1.13385 -0.029 0.020 -0.105
H -3.77294 2.36461 4.00201 0.056 -0.048 0.007
H -2.68049 3.29554 6.02191 0.016 -0.011 0.004
H -0.34971 2.62230 6.58040 -0.019 -0.003 -0.008
H 0.89242 1.11462 5.07240 0.000 0.019 -0.007
H 1.19914 2.63678 2.83491 0.081 -0.060 0.017
H 3.34551 3.66839 2.25426 -0.003 -0.021 0.004
H 5.21352 2.27432 1.40910 -0.015 -0.004 0.001
H 4.88279 -0.16081 1.09912 -0.010 -0.006 -0.003
H 2.71480 -1.18783 1.60960 0.017 0.014 0.044
H -1.51534 -2.23373 3.33954 0.015 -0.045 -0.021
H -1.30612 -4.16937 4.84220 0.012 0.008 -0.004
H 0.84143 -4.62343 5.99297 0.001 0.009 -0.004
H 2.76273 -3.10550 5.65010 -0.002 0.010 0.004
H 2.54994 -1.14994 4.17309 -0.003 0.001 -0.005
H -5.46539 1.59806 2.06763 0.032 0.038 0.001
H -6.31904 3.54041 0.72758 0.014 0.017 -0.005
H -4.82084 4.63706 -0.92315 -0.012 -0.028 -0.003
H -2.53040 3.77787 -1.28332 -0.022 -0.033 -0.006
H -3.17443 1.06556 -2.08613 -0.055 0.040 -0.013
H -3.05690 0.24076 -4.38842 0.149 0.223 0.097
H -0.87968 -0.39224 -5.38335 0.232 0.327 0.197
H 1.17477 -0.29411 -3.99957 0.084 0.411 -0.187
H 1.06095 0.49055 -1.66494 -3.056 -0.083 -1.557
H 1.03042 2.79954 -1.82336 -0.116 0.136 0.127
H 2.29278 4.88398 -1.56950 0.006 0.006 -0.010
H 1.94707 6.33269 0.40724 -0.012 0.001 0.003
H 0.29688 5.66279 2.13974 0.004 -0.009 -0.004
H -0.96547 3.57054 1.89333 0.014 0.006 0.027
S 0.17743 -3.77961 0.54514 -0.190 -0.535 -0.051
C -0.46617 -4.60481 -0.85587 -0.022 0.065 0.291
C 0.41826 -5.26587 -1.72044 0.042 -0.105 -0.139
C -0.01846 -5.89748 -2.86773 0.251 -0.110 -0.007
C 0.94924 -6.53418 -3.73028 -0.132 0.114 0.167
N 1.73793 -7.04269 -4.39254 0.019 -0.020 -0.036
C -1.38159 -5.91815 -3.19061 -0.147 -0.072 -0.317
C -2.27430 -5.28691 -2.34087 -0.019 0.109 0.164
C -1.83860 -4.64019 -1.18525 0.033 -0.007 -0.255
S -3.08439 -3.80042 -0.25510 0.020 0.141 0.008
C -1.85743 -6.53747 -4.40037 0.096 0.119 0.259
N -2.25359 -7.02145 -5.36452 -0.029 -0.055 -0.048
H 1.47580 -5.23618 -1.49822 -0.007 -0.028 0.027
H -3.32992 -5.28808 -2.57897 0.013 0.056 -0.031
O -4.93797 -1.84936 -5.81935 -0.008 0.065 -0.015
C -4.14584 -1.88080 -4.91505 0.057 -0.336 -0.104
S -2.39441 -2.04610 -5.14577 -1.047 -2.033 -0.332
C -1.90547 -1.98093 -3.46372 -0.607 -1.678 0.612
C -2.93438 -1.85343 -2.58094 -0.209 -1.610 -0.328
S -2.76348 -1.81254 -0.85547 0.066 -0.175 0.157
S -4.57495 -1.75622 -3.20999 0.201 -0.002 0.133
S -0.19367 -2.07131 -3.22097 -0.628 -5.835 1.026
Br 7.10659 -1.17046 -4.36932 -0.031 0.021 -0.012
C 5.92049 0.01278 -3.48471 0.074 -0.093 0.000
C 6.18780 1.37189 -3.48865 -0.113 0.143 0.066
N 5.40790 2.25431 -2.86651 -0.035 -0.098 0.027
C 4.33227 1.78906 -2.22970 0.111 0.087 -0.059
C 3.98889 0.44412 -2.18546 -0.289 0.011 -0.071
C 4.80547 -0.47070 -2.83032 -0.009 -0.075 0.034
C 2.72937 -0.00435 -1.47891 3.026 -1.199 0.294
O 2.58042 -1.25584 -1.33214 -0.525 0.956 -0.278
O 1.93808 0.87996 -1.10650 6.472 1.893 4.273
H 7.05131 1.76190 -4.01488 0.012 -0.018 0.025
H 3.70544 2.51231 -1.72222 -0.004 0.026 0.012
H 4.55076 -1.52200 -2.81122 0.034 -0.002 0.002
```
Positions in Å, forces in eV/Å.

Atomic partial charges in e from the natural (NBO) method, atoms 1 to 2: number 1, Pb, carries 1.257; number 2, O, carries -0.974

---

Record 2
C58H47NO2P2S2V | wB97M-V/def2-TZVPD

Summary:
Gap between HOMO and LUMO (spin up / spin down) (eV): 7.18 / 7.61
Relative energy (zero: lowest compared OMol25 entry of this formula, charge and spin) (eV): 0.000
HOMO energy (spin up / spin down) (Eh): -0.2667 / -0.2675
Charge: 0
2S+1: 2

```
113
Properties=species:S:1:pos:R:3:forces:R:3
V 0.29584 0.39270 0.57149 0.718 -0.326 0.208
S 2.05201 -0.55036 1.82924 -0.091 0.075 -0.172
P 1.66107 -2.02858 0.45850 -0.044 -0.006 -0.081
C 0.33807 -1.40184 -0.38530 -0.366 0.726 0.665
P -1.11771 -2.27702 -0.77946 -0.009 -0.065 -0.079
S -2.50795 -2.52216 0.58598 0.035 0.031 -0.045
C -1.78828 -1.43112 -2.24939 -0.014 -0.028 0.003
C -3.09390 -1.70350 -2.65273 -0.026 0.037 0.027
C -3.60736 -1.11256 -3.79489 -0.042 -0.005 -0.019
C -2.82391 -0.24310 -4.54505 -0.024 0.015 -0.008
C -1.52442 0.02984 -4.14926 0.071 0.036 -0.017
C -1.00687 -0.56310 -3.00258 0.039 -0.052 -0.099
C -0.60465 -3.89826 -1.45267 -0.003 -0.048 -0.014
C 0.23553 -3.96969 -2.56097 -0.017 0.074 -0.048
C 0.64316 -5.19778 -3.05386 0.048 -0.035 -0.054
C 0.20315 -6.36816 -2.44690 0.048 -0.042 -0.033
C -0.64728 -6.30304 -1.35484 -0.011 -0.048 0.037
C -1.05280 -5.07156 -0.85965 0.045 0.022 0.039
C 1.43190 -3.62008 1.27535 0.059 -0.027 -0.002
C 0.52071 -3.69216 2.32766 -0.046 0.012 -0.041
C 0.25472 -4.91219 2.92352 -0.026 -0.032 0.037
C 0.89542 -6.06030 2.47349 -0.022 -0.029 0.043
C 1.79625 -5.99120 1.42184 -0.008 -0.063 -0.025
C 2.06310 -4.77249 0.81720 0.024 0.002 0.001
C 3.17605 -2.20986 -0.51705 -0.024 -0.107 -0.051
C 4.39364 -2.43213 0.12044 0.032 0.015 0.056
C 5.54904 -2.59027 -0.62416 0.044 0.004 -0.011
C 5.49392 -2.53150 -2.01201 -0.008 0.004 -0.038
C 4.28368 -2.30238 -2.64990 0.064 -0.019 -0.066
C 3.12572 -2.13883 -1.90254 -0.038 0.067 0.062
H -3.70470 -2.36781 -2.05285 0.019 0.011 0.008
H -4.62333 -1.32843 -4.10230 0.014 0.007 0.005
H -3.22969 0.21991 -5.43634 0.013 -0.007 0.007
H -0.90682 0.70437 -4.73238 -0.016 -0.010 0.028
H 0.01127 -0.36044 -2.68967 -0.006 0.059 0.036
H 0.55362 -3.05763 -3.05549 -0.046 -0.075 0.024
H 1.29611 -5.24449 -3.91771 -0.020 -0.002 0.023
H 0.51812 -7.33032 -2.83398 -0.006 0.031 0.009
H -0.99851 -7.21388 -0.88383 0.017 0.029 -0.013
H -1.71604 -5.00150 -0.00631 -0.002 -0.004 0.003
H 0.00162 -2.80022 2.65753 -0.009 0.026 0.000
H -0.46299 -4.96776 3.73283 0.019 -0.002 -0.023
H 0.68508 -7.01456 2.94206 0.002 0.028 -0.014
H 2.28393 -6.88816 1.06027 -0.011 0.019 0.015
H 2.75435 -4.72531 -0.01496 -0.012 0.003 0.003
H 4.43878 -2.47384 1.20319 -0.016 -0.006 -0.006
H 6.49519 -2.75645 -0.12462 -0.014 -0.007 -0.011
H 6.39856 -2.66215 -2.59326 -0.025 0.015 0.005
H 4.23781 -2.25469 -3.73164 0.017 0.007 0.031
H 2.17509 -1.94081 -2.38267 0.042 0.002 0.025
O 1.00418 1.40165 -0.71581 -0.520 -0.140 -0.034
C 1.37335 2.71937 -1.02653 0.114 -0.193 0.090
C 2.30698 3.19262 0.09117 0.006 0.021 0.008
C 1.68141 3.32005 1.45257 0.120 0.186 0.059
C 2.00205 4.43408 2.22311 -0.074 -0.054 0.057
C 1.49549 4.54693 3.50474 -0.015 -0.096 -0.090
C 0.68980 3.52907 3.98145 0.016 0.013 -0.107
C 0.41051 2.44105 3.16247 -0.046 0.054 0.150
C -0.42308 1.31831 3.71093 -0.051 0.090 0.125
C -1.62439 0.96043 2.82952 0.179 -0.192 -0.017
O -1.09638 0.39820 1.64746 0.158 -0.054 -0.561
C -2.44276 2.20714 2.52364 -0.107 0.024 0.114
C -2.98504 2.92209 3.59144 -0.009 -0.003 -0.001
C -3.73988 4.06147 3.37123 0.026 -0.031 0.059
C -3.97583 4.49487 2.07352 -0.028 0.045 -0.033
C -3.45479 3.77909 1.00967 -0.027 0.020 -0.032
C -2.68695 2.64198 1.23112 0.020 0.011 0.029
C -2.50440 -0.11722 3.46467 -0.145 0.087 -0.033
C -3.69239 -0.43738 2.81451 -0.024 -0.018 0.053
C -4.51382 -1.44054 3.29752 -0.070 0.074 -0.091
C -4.16074 -2.13747 4.44135 0.058 -0.089 0.123
C -2.97854 -1.82715 5.09536 -0.051 -0.076 0.049
C -2.15403 -0.82091 4.60956 0.156 0.083 -0.010
N 0.88627 2.34699 1.91239 -0.060 -0.078 -0.040
C 2.18241 2.67911 -2.32745 -0.002 0.192 0.004
C 2.55342 3.86777 -2.95123 -0.018 0.000 -0.038
C 3.32270 3.84829 -4.10347 -0.005 0.003 -0.005
C 3.72802 2.63608 -4.64792 0.024 0.023 -0.017
C 3.35682 1.45296 -4.03064 0.034 -0.087 -0.059
C 2.58786 1.47159 -2.87469 -0.009 -0.113 0.081
C 0.13877 3.58818 -1.23070 0.047 0.134 -0.034
C 0.07220 4.90748 -0.79912 0.026 -0.033 0.016
C -1.01295 5.70795 -1.13700 0.004 0.025 0.015
C -2.03962 5.19755 -1.91290 -0.020 0.021 -0.006
C -1.99146 3.87208 -2.32726 -0.067 -0.003 -0.028
C -0.91048 3.07775 -1.98897 -0.011 -0.002 0.044
H 2.77232 4.14301 -0.17137 -0.013 -0.011 -0.043
H 3.11271 2.45418 0.13788 -0.010 -0.034 0.021
H 2.64560 5.19732 1.80615 0.002 0.002 0.011
H 1.72675 5.40684 4.11995 -0.001 -0.002 -0.004
H 0.27041 3.56361 4.97717 0.003 0.009 0.002
H -0.76540 1.60579 4.70612 0.003 -0.036 -0.040
H 0.19458 0.42436 3.81635 0.024 -0.022 -0.035
H -2.83436 2.56741 4.60553 -0.009 0.012 -0.013
H -4.15453 4.60507 4.21125 0.008 -0.013 -0.008
H -4.57202 5.38155 1.89597 0.012 -0.018 -0.004
H -3.64064 4.09919 -0.00607 -0.005 0.007 0.010
H -2.29772 2.09184 0.38642 0.037 -0.037 -0.019
H -3.96110 0.08726 1.90677 0.004 0.006 0.004
H -5.42597 -1.69054 2.76957 0.030 0.020 0.002
H -4.80235 -2.92554 4.81654 0.027 0.018 0.008
H -2.69101 -2.36902 5.98853 -0.014 0.011 -0.018
H -1.23134 -0.60350 5.13812 -0.088 -0.021 -0.056
H 2.22157 4.81714 -2.54534 0.008 -0.015 -0.002
H 3.60072 4.77996 -4.58098 -0.003 -0.021 0.009
H 4.33000 2.61714 -5.54782 -0.015 0.003 0.010
H 3.67163 0.50180 -4.44516 -0.012 0.035 0.010
H 2.30793 0.54680 -2.38390 0.016 0.068 -0.016
H 0.86858 5.32889 -0.19733 -0.036 0.002 -0.041
H -1.04936 6.73421 -0.79244 0.000 -0.018 -0.007
H -2.88014 5.82388 -2.18549 0.009 -0.006 0.009
H -2.79696 3.45604 -2.92161 0.031 0.005 0.011
H -0.86994 2.05064 -2.31985 -0.002 -0.099 -0.068
```
Positions in Å, forces in eV/Å.

Atomic partial charges in e from the Löwdin method, atoms 1 to 2: number 1, V, carries 0.733; number 2, S, carries 0.473

---

Record 3
C3H8NO2 | wB97M-V/def2-TZVPD

Summary:
Gap between HOMO and LUMO (eV): 7.20
Relative energy (zero: lowest compared OMol25 entry of this formula, charge and spin) (eV): 1.736
HOMO energy (Eh): -0.1050
Charge: -1

```
14
Properties=species:S:1:pos:R:3:forces:R:3
C -1.00995 -1.94317 -0.87766 -0.182 -0.099 -0.095
C 0.33355 -2.09170 -0.72443 0.302 0.034 0.011
O 1.11376 -1.61999 0.18590 -0.198 -0.066 0.036
H -1.51590 -2.42765 -1.70980 0.104 0.084 0.080
H -1.60125 -1.37085 -0.17166 0.009 0.000 0.010
H 0.84110 -2.69088 -1.50738 -0.065 -0.061 -0.028
H 0.38265 -0.46600 0.99864 -0.092 0.253 -0.127
N 0.04594 2.69313 0.61915 0.216 0.493 -0.260
C 0.47245 1.34773 0.32764 0.194 -0.257 -0.136
O -0.01640 0.43714 1.26357 0.097 -0.291 0.294
H 0.17747 2.90730 1.60133 -0.089 -0.151 -0.064
H -0.92533 2.82612 0.38054 -0.133 -0.115 0.191
H 0.12836 1.07864 -0.67955 -0.040 0.121 -0.032
H 1.57354 1.32016 0.29370 -0.123 0.054 0.121
```
Positions in Å, forces in eV/Å.

Atomic partial charges in e from the natural (NBO) method, atoms 1 to 2: number 1, C, carries -0.737; number 2, C, carries 0.230

---

Asked for largest force on an atom across the records above, the calculation gives 8.0; 1.1; 0.6 eV/A in order.
Asked for electronic energy across the records above, the calculation gives -8741.5163; -4866.8765; -324.3516 Eh in order.